{"formula": "C2H2BrIO", "method": "ωB97M-V/def2-TZVPD", "elements": ["C", "C", "O", "Br", "I", "H", "H"], "xyz": [[-0.85944, -0.36919, 0.60684], [-1.45313, 0.38634, 1.47419], [-0.50916, -0.97619, -0.28884], [2.59773, 0.32880, -1.77735], [3.33525, -1.11928, -3.67281], [-2.04577, 0.36045, 2.37613], [-1.06549, 1.38906, 1.28185]], "e_above_lowest_kcal_mol": 20.8, "smiles": "C=C=O.BrI", "lumo_ha": -0.063, "max_force_ev_per_a": 2.551, "spin_multiplicity": 1}



{"formula": "C39H58Br2Cl5KN5O17P3", "method": "ωB97M-V/def2-TZVPD", "elements": ["K", "Br", "C", "Br", "H", "H", "C", "C", "C", "O", "P", "O", "C", "P", "O", "O", "C", "C", "C", "O", "C", "C", "C", "O", "C", "C", "C", "H", "H", "H", "H", "H", "H", "H", "H", "H", "H", "H", "H", "H", "H", "H", "H", "H", "H", "H", "H", "H", "H", "H", "H", "H", "H", "H", "H", "H", "H", "O", "C", "O", "C", "C", "C", "C", "C", "C", "O", "N", "O", "O", "N", "O", "O", "H", "H", "Cl", "C", "C", "Cl", "C", "Cl", "C", "O", "C", "Cl", "C", "Cl", "O", "P", "N", "C", "C", "C", "C", "N", "C", "C", "C", "C", "N", "C", "C", "C", "C", "H", "H", "H", "H", "H", "H", "H", "H", "H", "H", "H", "H", "H", "H", "H", "H", "H", "H", "H", "H", "H", "H", "H", "H", "O", "O"], "xyz": [[0.39351, -0.16254, -0.16324], [-2.97493, 2.46804, 3.24414], [-1.54865, 2.33911, 1.94301], [-0.44041, 3.92608, 1.95435], [-2.00269, 2.20740, 0.96538], [-0.91196, 1.50683, 2.22251], [-3.05804, 4.95717, -2.37642], [-2.96906, 3.66905, -3.17097], [-2.60411, 3.86716, -4.63213], [-2.07634, 2.74539, -2.52871], [-0.52197, 2.66650, -2.34162], [-0.10791, 2.18576, -1.02211], [0.09419, 1.64931, -3.69704], [-0.61369, -0.00188, -3.74345], [-0.74978, -0.60625, -2.41307], [0.32038, -0.85499, -4.71412], [1.38245, -1.65423, -4.05741], [2.63943, -1.44073, -4.86636], [0.92636, -3.09155, -3.97784], [-1.94403, 0.18737, -4.57625], [-2.41374, -0.74296, -5.57802], [-3.53431, -0.02678, -6.30089], [-2.86945, -2.02685, -4.91362], [-0.01281, 4.14250, -2.69407], [1.41328, 4.42554, -2.59217], [1.79992, 4.68103, -1.14961], [1.66364, 5.61980, -3.48850], [-3.84229, 5.59155, -2.79551], [-2.11180, 5.49702, -2.40580], [-3.30513, 4.73443, -1.33859], [-3.92659, 3.14708, -3.11271], [-1.66479, 4.41219, -4.72870], [-3.39005, 4.43664, -5.13286], [-2.51444, 2.89684, -5.12444], [1.16670, 1.51108, -3.52702], [-0.06072, 2.15704, -4.64986], [1.50702, -1.29364, -3.03891], [2.50022, -1.78411, -5.89457], [3.45863, -2.00565, -4.41703], [2.91243, -0.38449, -4.88430], [0.72508, -3.49189, -4.97607], [0.03332, -3.15948, -3.35792], [1.69671, -3.69007, -3.48993], [-1.58189, -0.94603, -6.25666], [-4.31509, 0.23819, -5.58610], [-3.96290, -0.67800, -7.06454], [-3.16756, 0.88289, -6.78015], [-3.66497, -1.81732, -4.19966], [-2.04568, -2.50248, -4.38106], [-3.24549, -2.72623, -5.66337], [1.96744, 3.56316, -2.97221], [1.22286, 5.51740, -0.74740], [2.86252, 4.92908, -1.10094], [1.60890, 3.80277, -0.53656], [1.09863, 6.48290, -3.12906], [1.36077, 5.40465, -4.51390], [2.72536, 5.86905, -3.48554], [3.03606, -4.03874, -0.23881], [2.72786, -2.87677, -0.54616], [1.62097, -2.37705, -0.82029], [3.93914, -1.93701, -0.66177], [5.17271, -2.28294, -1.01264], [6.17489, -1.30229, -1.36770], [5.95422, -0.13280, -2.00924], [4.69538, 0.43015, -2.35628], [3.47441, 0.27829, -1.64033], [2.37488, 0.70343, -1.76338], [4.70592, 1.35974, -3.43430], [3.65977, 1.90616, -3.78267], [5.76193, 1.53590, -4.04258], [7.56756, -1.69157, -1.17829], [8.45755, -0.90087, -1.45696], [7.78321, -2.82087, -0.76579], [5.38260, -3.33785, -1.10733], [6.82309, 0.40783, -2.35668], [-5.15144, -4.53207, -1.35346], [-4.57351, -2.94219, -0.97027], [-3.68041, -2.73311, 0.08578], [-3.15237, -4.09700, 1.01674], [-3.23412, -1.46427, 0.39634], [-2.17301, -1.18512, 1.73583], [-3.61276, -0.28505, -0.33782], [-3.20743, 0.85956, -0.05643], [-4.53444, -0.56134, -1.41072], [-5.06651, 0.81305, -2.32682], [-5.00062, -1.82881, -1.69872], [-6.16317, -2.05639, -2.97315], [0.75826, 0.16096, 2.49257], [1.65174, -0.32866, 3.57028], [2.08092, -1.90076, 3.39487], [3.32227, -2.60142, 3.69155], [2.84473, -4.02694, 3.94653], [1.75351, -4.20134, 2.88729], [1.09788, -2.81641, 2.77867], [0.80582, -0.14922, 4.99291], [-0.59917, 0.26046, 5.05589], [-1.12459, -0.46929, 6.28836], [0.09729, -0.49489, 7.20649], [1.24468, -0.77365, 6.23419], [3.06466, 0.48529, 3.90570], [4.31853, 0.29765, 3.14757], [4.60987, 1.64214, 2.44641], [3.36782, 2.49393, 2.72037], [2.87057, 1.93877, 4.04987], [3.83238, -2.14959, 4.54440], [4.00251, -2.59059, 2.83174], [2.42690, -4.09972, 4.95599], [3.64983, -4.75680, 3.85032], [1.02719, -4.97088, 3.15030], [2.19868, -4.46179, 1.92655], [0.14830, -2.76351, 3.32211], [0.90816, -2.55087, 1.73846], [-1.13120, -0.00561, 4.14474], [-0.69008, 1.34635, 5.18098], [-1.40852, -1.48956, 6.01703], [-1.99282, 0.02179, 6.72813], [0.03395, -1.23784, 8.00279], [0.23281, 0.48753, 7.66732], [1.38959, -1.85458, 6.09807], [2.19636, -0.35578, 6.57579], [4.20008, -0.49167, 2.41459], [5.11913, 0.03816, 3.84796], [4.77287, 1.49335, 1.38039], [5.50222, 2.10920, 2.87229], [2.60956, 2.29787, 1.95989], [3.57292, 3.56565, 2.75228], [1.82740, 2.17749, 4.25671], [3.48035, 2.30528, 4.88578], [2.84699, -0.27516, 0.67690], [3.76632, -0.53978, -0.41360]], "e_above_lowest_kcal_mol": 0.0, "lumo_ha": 0.134, "total_charge": -2, "max_force_ev_per_a": 0.646, "spin_multiplicity": 1}



{"formula": "C21H25NO5", "method": "ωB97M-V/def2-TZVPD", "elements": ["C", "H", "O", "C", "C", "C", "C", "C", "C", "O", "C", "H", "H", "H", "O", "C", "H", "H", "H", "H", "C", "O", "N", "C", "H", "C", "H", "H", "C", "C", "C", "C", "C", "C", "C", "H", "H", "H", "H", "H", "O", "H", "C", "H", "C", "H", "H", "H", "H", "H", "H", "H"], "xyz": [[4.20249, -0.23960, -1.71986], [3.28207, -0.17477, -2.30885], [4.08219, -1.17180, -0.67139], [3.18989, -0.91684, 0.32690], [2.32405, 0.16481, 0.32500], [1.45464, 0.35953, 1.39107], [1.47290, -0.50599, 2.46547], [2.33623, -1.60546, 2.48775], [3.18990, -1.83118, 1.40169], [4.06934, -2.89820, 1.41014], [3.91098, -3.84508, 0.37188], [2.89438, -4.25579, 0.36596], [4.62245, -4.63962, 0.59120], [4.13205, -3.41631, -0.60687], [2.22736, -2.35250, 3.61668], [3.07973, -3.44895, 3.86857], [2.85239, -3.75190, 4.89097], [4.13112, -3.16918, 3.79097], [2.87617, -4.28335, 3.19277], [0.83611, -0.35134, 3.32197], [0.58627, 1.57418, 1.37919], [1.06286, 2.69252, 1.26959], [-0.74938, 1.36826, 1.51431], [-1.39710, 0.12651, 1.15926], [-2.32480, 0.05899, 1.73390], [-1.68779, 0.12695, -0.34775], [-2.46675, -0.59967, -0.57478], [-0.78854, -0.16454, -0.89454], [-2.08921, 1.54085, -0.85468], [-3.14108, 1.42878, -1.94751], [-4.35512, 0.79827, -1.69769], [-5.31801, 0.70924, -2.68577], [-5.08251, 1.24730, -3.93963], [-3.87718, 1.87526, -4.19571], [-2.91429, 1.96706, -3.20582], [-1.97450, 2.45692, -3.40095], [-3.68333, 2.29815, -5.17053], [-5.83575, 1.17630, -4.71034], [-6.25675, 0.21762, -2.47527], [-4.55981, 0.37024, -0.72645], [-0.96214, 2.19408, -1.40599], [-0.36864, 2.46644, -0.69599], [-2.66575, 2.36408, 0.31580], [-3.56783, 1.87214, 0.67838], [-1.64288, 2.51323, 1.45199], [-2.16355, 2.60804, 2.41151], [-1.02127, 3.40184, 1.31562], [-2.94898, 3.35004, -0.05499], [-0.76407, -0.71986, 1.42252], [2.31688, 0.87522, -0.48479], [5.00770, -0.61379, -2.35045], [4.46687, 0.75287, -1.34446]], "e_above_lowest_kcal_mol": 42.9, "smiles": "COc1cc(C(=O)N2CCC(O)(c3ccccc3)CC2)cc(OC)c1OC", "lumo_ha": 0.025, "max_force_ev_per_a": 0.720, "spin_multiplicity": 1}